w) The molecule C5H6O, computed with wB97M-V/def2-TZVPD.

Cartesian coordinates (Å):
C 0.9723 -0.7414 0.1681
C -0.2326 -0.6744 0.1766
C -1.6496 -0.3437 0.1076
C 2.3922 -0.8755 -0.0566
C -1.7047 1.2229 0.0782
O -2.7696 -0.8266 -0.0117
H 2.3410 -0.7797 -1.1621
H 2.7590 -1.7194 0.5815
H 2.9034 -0.0047 0.2181
H -2.6962 1.5932 -0.3116
H -0.9467 1.4232 -0.7292
H -1.3686 1.7263 0.9409

Results
SMILES: CC#CC(C)=O
2S+1: 1
Kohn-Sham gap (eV): 10.2


x) The molecule C5H6O, computed with wB97M-V/def2-TZVPD.

Cartesian coordinates (Å):
C -0.1068 -1.4987 -1.1083
C 0.7992 -0.2834 -1.1205
O 0.1756 0.7303 -0.2975
C 0.7000 0.7836 0.8978
C -0.1586 1.5047 1.7835
C -0.8513 1.8415 2.7165
H -0.3676 -1.7269 -0.0721
H 0.4004 -2.3735 -1.5253
H -1.0309 -1.3221 -1.6697
H 0.9083 0.1243 -2.1222
H 1.7815 -0.4917 -0.6913
H -1.4548 2.1174 3.5501

Results
2S+1: 1
Kohn-Sham gap (eV): 8.6


Result of the stability comparison: w) is the most stable of them.


w) The molecule C5H6O, computed with wB97M-V/def2-TZVPD.

Cartesian coordinates (Å):
C 1.1731 -0.1307 -0.0577
C 0.1820 -1.1540 -0.5443
C -1.0731 -0.7901 -0.2886
C -1.0780 0.5941 0.2798
O -0.2577 1.0129 1.5895
C 0.2968 1.0658 0.3121
H 1.6773 -0.4933 0.8476
H 1.9467 0.0877 -0.7967
H 0.4899 -2.0603 -1.0506
H -1.9660 -1.3708 -0.5120
H -1.9759 1.1968 0.2650
H 0.5847 2.0419 -0.0439

Results
SMILES: C1=C[C@H]2O[C@H]2C1
2S+1: 1
Kohn-Sham gap (eV): 10.4


x) The molecule C5H6O, computed with wB97M-V/def2-TZVPD.

Cartesian coordinates (Å):
C 1.2584 0.2027 1.4121
C 0.3801 0.6527 0.2485
O -0.2612 1.6711 0.3378
C 0.1910 -0.2913 -0.9757
C -1.1883 -0.7603 -0.9406
C -2.3824 -0.6269 -0.9963
H 1.6906 1.0820 1.9020
H 2.0497 -0.5026 1.1461
H 0.6099 -0.2828 2.1536
H 1.0107 -0.9994 -1.1095
H 0.0182 0.1800 -1.9612
H -3.3767 -0.3249 -1.2169

Results
SMILES: C#CCC(C)=O
2S+1: 1
Kohn-Sham gap (eV): 10.6


y) The molecule C5H6O, computed with wB97M-V/def2-TZVPD.

Cartesian coordinates (Å):
C -1.9323 0.2882 -0.2543
C -0.9392 -0.8760 -0.1692
C 0.4363 -0.4060 0.0042
C 1.5439 0.0467 0.1751
C 2.8627 0.5975 0.4196
O 3.0588 1.7567 0.7075
H -1.8807 0.9032 0.6487
H -1.7054 0.9278 -1.1121
H -2.9541 -0.0880 -0.3611
H -0.9998 -1.5011 -1.0682
H -1.1885 -1.5273 0.6774
H 3.6982 -0.1216 0.3324

Results
SMILES: CCC#CC=O
2S+1: 1
Kohn-Sham gap (eV): 10.7


Result of the stability comparison: y) is the most stable of them.


w) The molecule C4H10N2S, computed with wB97M-V/def2-TZVPD.

Cartesian coordinates (Å):
C -0.5878 0.5110 -1.0896
C 1.4172 -0.5710 -0.6279
C 1.0660 -1.8201 0.1643
C -1.2460 1.5498 1.0276
N 0.7250 2.1297 -0.1483
N -0.4676 1.4994 -0.1911
S 2.0243 0.7732 0.2929
H -0.5538 0.7586 -2.1359
H -1.3284 -0.2571 -0.8629
H 1.6185 -0.8263 -1.6560
H 0.0327 -1.8642 -0.0251
H 1.2389 -1.9196 1.2314
H 1.5252 -2.6862 -0.4147
H -1.8340 2.4849 1.1873
H -1.8774 0.6813 1.2372
H -0.4165 1.4609 1.8324
H 0.9432 2.1163 -1.1619

Results
2S+1: 1
Kohn-Sham gap (eV): 8.6


x) A structure of composition C4H10N2S, computed with wB97M-V/def2-TZVPD.

Cartesian coordinates (Å):
C -0.2849 1.3295 0.3466
C 0.5830 1.1915 -0.9370
C -0.9320 0.0590 0.6909
C 1.1948 -1.5918 0.3437
N 0.4745 -0.1814 -1.3779
N 0.1156 -1.0512 -0.3802
S -2.6487 0.1021 0.2480
H 0.2951 1.6146 1.1763
H -0.9255 2.1497 0.1344
H 0.3164 1.9084 -1.7280
H 1.6192 1.4352 -0.7127
H -0.7723 -0.3384 1.6516
H 0.5641 -2.3565 0.9405
H 1.9616 -1.9564 -0.3725
H 1.8072 -0.9845 1.0528
H -0.1058 -0.3746 -2.1092
H -3.2624 -0.9554 1.0327

Results
2S+1: 1
Kohn-Sham gap (eV): 9.1


Result of the stability comparison: x) is the most stable of them.


w) A cluster of 2 separate species, C3H8NO3 in total, computed with wB97M-V/def2-TZVPD.

Cartesian coordinates (Å):
C 0.3003 -1.3946 1.9918
C -0.7397 0.1294 -1.9323
C 0.5735 0.5517 0.6679
N -1.1410 1.3300 -2.0982
O -0.0387 -0.1081 1.5541
O -0.1813 -0.3890 -0.9410
O 1.7966 0.5436 0.4575
H -0.5939 -1.5362 2.6749
H 1.3770 -1.4788 2.1711
H -1.0960 -0.5164 -2.6761
H 0.0456 1.4209 0.3424
H -1.7661 1.6419 -2.9067
H -1.0164 2.1543 -1.5034
H 0.1356 -2.2235 1.2644
H 2.3445 -0.1252 0.9335

Results
Charge: +1
2S+1: 1
Kohn-Sham gap (eV): 12.0


x) The ion C3H8NO3 with charge +1, computed with wB97M-V/def2-TZVPD.

Cartesian coordinates (Å):
O -1.0232 1.8184 -0.6999
C -0.8441 0.8406 -0.0293
O -1.8857 0.0617 0.2695
C 0.3961 0.2037 0.5421
C 1.6624 -0.1136 -0.4042
O 1.5387 -1.2408 -1.1609
N 0.0091 -1.0220 1.3115
H -2.7787 0.3771 0.0623
H 1.0310 0.9317 1.2979
H 2.3641 -0.2208 0.4047
H 1.9296 0.8455 -0.9524
H 1.1906 -1.1511 -2.0678
H -0.7666 -0.9463 2.0439
H -0.3045 -1.6293 0.5422
H 0.8997 -1.4542 1.6432

Results
Charge: +1
SMILES: [NH3+][C@@H](CO)C(=O)O
2S+1: 1
Kohn-Sham gap (eV): 11.3


Result of the stability comparison: x) is the most stable of them.


w) A cluster of 2 separate species, C5H8O3 in total, computed with wB97M-V/def2-TZVPD.

Cartesian coordinates (Å):
C 2.6426 0.2865 0.1724
C -0.7263 0.5175 0.4468
C -0.4918 -0.6207 -0.1476
C -0.9551 1.9150 -0.1152
C -0.2684 -2.0280 0.3819
O 3.4404 1.0836 0.1896
O 1.8250 -0.5294 0.2476
O -0.3373 -0.7651 -1.5878
H -0.8890 0.3433 1.4899
H -1.0007 1.7804 -1.1497
H -0.0305 2.5462 0.1996
H -1.7286 2.4004 0.4024
H 0.2718 -2.4558 -0.5084
H -1.1771 -2.4819 0.6233
H 0.3251 -1.9582 1.3435
H -0.9000 -0.0339 -1.9885

Results
SMILES: C/C=C(/C)O.O=C=O
2S+1: 1
Kohn-Sham gap (eV): 9.2


x) A cluster of 4 separate species, C5H8O3 in total, computed with wB97M-V/def2-TZVPD.

Cartesian coordinates (Å):
C 2.6747 0.2217 -0.1482
C 0.2828 -0.5883 0.1692
C -0.6632 -1.3482 -0.0633
C -1.9659 0.4770 0.2014
C -0.4397 0.7216 0.4937
H 3.2196 0.8823 1.3754
H 1.8595 1.0939 -0.9729
H 3.5867 -0.9656 -0.8187
H -0.3447 -2.3829 -0.3910
H -2.3816 1.1628 -0.7180
H -2.6853 0.9917 1.1148
H -0.2991 1.1782 1.4122
H -0.5515 2.4537 -0.3710
O 1.6706 -0.8515 0.2007
O -1.9023 -1.0308 -0.3006
O 0.0148 1.7176 -0.4686

Results
2S+1: 1
Kohn-Sham gap (eV): 8.2


Result of the stability comparison: w) is the most stable of them.


w) A cluster of 2 separate species, C2H12N4 in total, computed with wB97M-V/def2-TZVPD.

Cartesian coordinates (Å):
N 1.3276 -3.7966 0.7406
C 1.5918 -2.3564 0.8551
N 0.8338 -1.5410 -0.0205
H 1.2114 -4.2185 1.6239
H 1.9255 -4.2888 0.0970
H 1.3512 -1.9538 1.8378
H 2.6562 -2.4028 0.9026
H -0.1411 -1.2366 0.1301
H 1.2629 -1.2761 -0.9189
N -0.5732 3.1861 0.3030
C -1.5392 2.8219 -0.6886
N -2.1364 1.4971 -0.8592
H -0.7543 4.1588 0.5719
H 0.4065 3.0411 -0.0854
H -2.5334 3.3298 -0.4825
H -1.1590 3.0352 -1.7412
H -2.1654 1.2864 -1.7635
H -1.5649 0.7140 -0.5022

Results
SMILES: NCN.NCN
2S+1: 1
Kohn-Sham gap (eV): 9.7


x) A cluster of 2 separate species, C2H12N4 in total, computed with wB97M-V/def2-TZVPD.

Cartesian coordinates (Å):
N 0.9212 1.2452 -1.3791
C 1.8286 1.9554 -0.5061
N 3.1533 2.1562 -1.0981
H 0.6667 1.8032 -2.1869
H 1.3473 0.4032 -1.7504
H 1.3728 2.8898 -0.1851
H 1.9666 1.2850 0.3421
H 3.6523 2.9356 -0.7016
H 3.1705 2.1228 -2.1035
N -1.5556 -1.7204 -0.2210
C -2.2253 -1.4606 1.0294
N -2.1873 -2.6193 1.9991
H -1.5040 -2.7198 -0.3742
H -0.6307 -1.3252 -0.2850
H -1.7669 -0.6201 1.5502
H -3.2729 -1.2329 0.8306
H -1.7999 -2.1977 2.8332
H -3.1368 -2.9001 2.2063

Results
SMILES: NCN.NCN
2S+1: 1
Kohn-Sham gap (eV): 10.1


Result of the stability comparison: x) is the most stable of them.